1.
ORCA calculation (ωB97M-V/def2-TZVPD) on a 3-piece molecular cluster, CH8NO2 overall at a distorted geometry.

Output
E_HOMO = -15.66 eV
Multiplicity = 1
Total charge = +1
Energy relative to the best compared isomer or geometry (same formula, charge and spin) = 96.6 kJ/mol
Kohn-Sham gap = 10.61 eV

Element x y z (Å)
C -0.47 -0.41 0.41
N 0.74 -0.63 0.89
H -1.31 -0.89 0.86
H -0.42 0.43 -0.33
H 1.50 -0.17 0.32
H 1.15 -1.31 1.52
H 3.17 1.28 -0.24
H 2.97 0.58 -1.58
O 2.67 0.66 -0.69
H -3.17 0.94 -0.75
H -3.72 -0.16 0.11
O -2.98 0.11 -0.37

Results of the Löwdin charge analysis, in e, for atoms 1 through 5: 0.17 0.17 0.10 0.14 0.08

2.
ORCA calculation (ωB97M-V/def2-TZVPD) on a 3-piece molecular cluster, CH8NO3 overall.

Output
E_HOMO = -3.85 eV
Multiplicity = 1
Total charge = -1
Energy relative to the best compared isomer or geometry (same formula, charge and spin) = 22.3 kJ/mol
Kohn-Sham gap = 8.14 eV

Element x y z (Å)
N 0.90 -1.45 1.02
C 1.06 -0.75 -0.30
O -0.09 -0.33 -0.89
H 0.53 -0.80 1.69
H 0.10 -2.05 0.82
H 1.82 0.06 -0.21
H 1.63 -1.49 -0.90
H -1.19 0.28 0.33
H -1.84 -0.03 1.78
O -1.93 0.51 0.98
H -0.04 1.31 -1.22
H -0.90 2.54 -1.39
O -0.05 2.20 -1.71

Results of the Löwdin charge analysis, in e, for atoms 1 through 5: -0.03 -0.54 -0.33 0.02 0.04

3.
ORCA calculation (ωB97M-V/def2-TZVPD) on a 3-piece molecular cluster, CH8O2S overall.

Output
E_HOMO = -8.74 eV
Multiplicity = 1
SMILES = CS.O.O
Energy relative to the best compared isomer or geometry (same formula, charge and spin) = 48.5 kJ/mol
Kohn-Sham gap = 9.47 eV

Element x y z (Å)
C 2.02 -0.49 -1.93
S 1.19 -1.85 -1.08
H 2.58 0.15 -1.25
H 2.73 -0.96 -2.62
H 1.32 0.12 -2.50
H 0.25 -1.15 -0.46
O -0.45 3.06 3.16
H -0.48 3.81 3.77
H -0.10 3.43 2.35
O -2.72 -1.96 -0.01
H -2.93 -2.82 0.38
H -3.41 -1.34 0.21

Results of the Löwdin charge analysis, in e, for atoms 1 through 5: -0.51 0.62 0.02 0.02 0.03

4.
ORCA calculation (ωB97M-V/def2-TZVPD) on a 3-piece molecular cluster, CH8O2S2 overall at a distorted geometry.

Output
E_HOMO (spin up / spin down) = -0.94 / -3.16 eV
Multiplicity = 2
Total charge = -1
Energy relative to the best compared isomer or geometry (same formula, charge and spin) = 10.8 kJ/mol
Kohn-Sham gap (spin up / spin down) = 4.39 / 6.59 eV

Element x y z (Å)
C 1.39 -0.03 -1.18
S 1.46 -0.02 0.70
S 1.15 2.28 0.86
H 1.76 0.91 -1.60
H 2.15 -0.72 -1.57
H 0.39 -0.37 -1.51
H 0.39 2.56 -0.23
H -1.95 1.21 1.80
H -3.28 1.47 2.30
O -2.37 1.52 2.61
H 0.39 -2.79 -0.74
H -1.10 -2.69 -0.68
O -0.41 -3.34 -0.75

Results of the Löwdin charge analysis, in e, for atoms 1 through 5: -0.59 0.07 -0.05 -0.01 -0.01

5.
ORCA calculation (ωB97M-V/def2-TZVPD) on a 3-piece molecular cluster, CH8O2S2 overall at a distorted geometry.

Output
E_HOMO = -8.47 eV
Multiplicity = 1
SMILES = CSS.O.O
Energy relative to the best compared isomer or geometry (same formula, charge and spin) = 88.6 kJ/mol
Kohn-Sham gap = 8.74 eV

Element x y z (Å)
C -0.37 -1.77 -0.58
S 0.45 -0.76 -1.83
S 0.72 1.22 -1.24
H 0.11 -2.73 -0.53
H -1.45 -1.71 -0.71
H -0.11 -1.52 0.47
H -0.52 1.60 -0.76
O -0.52 1.77 2.36
H 0.10 1.05 2.45
H -1.24 1.31 1.91
O -0.97 -0.92 2.95
H -1.74 -1.48 2.83
H -0.36 -1.45 3.47

Results of the Löwdin charge analysis, in e, for atoms 1 through 5: -0.49 0.34 0.26 0.02 0.03

6.
ORCA calculation (ωB97M-V/def2-TZVPD) on a 4-piece molecular cluster, CH8O4 overall at a distorted geometry.

Output
E_HOMO = -10.63 eV
Multiplicity = 1
SMILES = C=O.O.O.O
Energy relative to the best compared isomer or geometry (same formula, charge and spin) = 107.8 kJ/mol
Kohn-Sham gap = 10.59 eV

Element x y z (Å)
C -1.99 0.37 -1.15
O -1.22 -0.61 -1.27
H -1.71 1.37 -0.99
H -3.02 0.22 -0.68
O 1.61 0.06 0.84
H 1.13 0.86 1.11
H 0.91 -0.66 0.84
O 0.90 2.24 -1.68
H 0.55 1.46 -2.06
H 1.37 1.97 -0.85
O 0.20 -2.17 2.06
H 0.86 -2.49 2.60
H 0.40 -2.61 1.23

Results of the Löwdin charge analysis, in e, for atoms 1 through 5: -0.09 -0.04 0.05 0.09 -0.09

Repeat the first record exactly.
ORCA calculation (ωB97M-V/def2-TZVPD) on a 3-piece molecular cluster, CH8NO2 overall at a distorted geometry.

Output
E_HOMO = -15.66 eV
Multiplicity = 1
Total charge = +1
Energy relative to the best compared isomer or geometry (same formula, charge and spin) = 96.6 kJ/mol
Kohn-Sham gap = 10.61 eV

Element x y z (Å)
C -0.47 -0.41 0.41
N 0.74 -0.63 0.89
H -1.31 -0.89 0.86
H -0.42 0.43 -0.33
H 1.50 -0.17 0.32
H 1.15 -1.31 1.52
H 3.17 1.28 -0.24
H 2.97 0.58 -1.58
O 2.67 0.66 -0.69
H -3.17 0.94 -0.75
H -3.72 -0.16 0.11
O -2.98 0.11 -0.37

Results of the Löwdin charge analysis, in e, for atoms 1 through 5: 0.17 0.17 0.10 0.14 0.08

What did the fifth record say?
ORCA calculation (ωB97M-V/def2-TZVPD) on a 3-piece molecular cluster, CH8O2S2 overall at a distorted geometry.

Output
E_HOMO = -8.47 eV
Multiplicity = 1
SMILES = CSS.O.O
Energy relative to the best compared isomer or geometry (same formula, charge and spin) = 88.6 kJ/mol
Kohn-Sham gap = 8.74 eV

Element x y z (Å)
C -0.37 -1.77 -0.58
S 0.45 -0.76 -1.83
S 0.72 1.22 -1.24
H 0.11 -2.73 -0.53
H -1.45 -1.71 -0.71
H -0.11 -1.52 0.47
H -0.52 1.60 -0.76
O -0.52 1.77 2.36
H 0.10 1.05 2.45
H -1.24 1.31 1.91
O -0.97 -0.92 2.95
H -1.74 -1.48 2.83
H -0.36 -1.45 3.47

Results of the Löwdin charge analysis, in e, for atoms 1 through 5: -0.49 0.34 0.26 0.02 0.03

Q: Among the records above, which one has the highest multiplicity?
A: number 4